Record 1
Density functional theory data (the ωB97M-V functional and the def2-TZVPD basis) for a structure of composition C19H15F6HgN4O4S3 at a distorted geometry.

CARTESIAN COORDINATES (ANGSTROEM)
Hg -0.59 0.54 -1.17
C -0.33 0.26 -6.59
S -2.00 0.57 -5.93
C -1.56 0.80 -4.22
S -0.89 -0.58 -3.38
N -1.84 1.98 -3.75
N -1.51 2.22 -2.47
C -1.93 3.35 -1.92
C -1.52 3.66 -0.60
C -2.02 4.78 0.11
C -1.63 4.99 1.41
C -0.71 4.11 2.00
C -0.25 3.05 1.24
N -0.62 2.82 -0.01
H -0.44 0.04 -7.66
H 0.10 -0.59 -6.06
H 0.28 1.14 -6.44
H -2.60 4.01 -2.46
H -2.74 5.43 -0.38
H -2.03 5.83 1.97
H -0.39 4.24 3.03
H 0.48 2.35 1.65
C 0.13 -4.47 -0.34
C 1.08 -3.30 -0.56
O 0.42 -2.07 -0.52
C 1.66 -3.42 -1.98
F 0.67 -3.41 -2.89
F 2.50 -2.43 -2.31
F 2.31 -4.61 -2.16
C 2.23 -3.23 0.52
F 3.48 -3.51 -0.04
F 2.10 -4.28 1.43
F -0.01 -2.50 1.73
H -0.70 -4.38 -1.04
H -0.24 -4.44 0.67
H 0.66 -5.41 -0.51
O -2.49 0.49 2.15
C -1.38 -0.01 1.94
N -0.92 -0.46 0.76
S 0.67 -1.06 0.87
O 1.38 0.03 0.13
O 2.25 -2.07 1.09
C 0.89 -0.50 2.59
C 1.99 -0.56 3.43
C 1.81 -0.15 4.75
C 0.57 0.28 5.20
C -0.52 0.34 4.33
C -0.34 -0.06 3.02
H 2.94 -0.91 3.06
H 2.65 -0.18 5.43
H 0.45 0.58 6.24
H -1.50 0.68 4.65

Computed properties:
Maximum force   1.247 eV/Å
Charge   -2
HOMO energy (alpha / beta)   -0.1 / -2.2 eV
LUMO level (alpha / beta)   4.460 / 4.433 eV
Spin multiplicity   2
Frontier orbital gap (alpha / beta)   4.577 / 6.599 eV
ΔE to the lowest compared entry with this formula, charge and spin   123.6 kJ/mol
⟨S²⟩   0.78

Record 2
Density functional theory data (the ωB97M-V functional and the def2-TZVPD basis) for a structure of composition C19H15IO3Pd.

CARTESIAN COORDINATES (ANGSTROEM)
Pd 0.76 -1.65 -1.27
I 3.33 -2.24 -1.22
C 3.22 -2.18 0.83
C 4.35 -2.16 1.59
C 4.22 -2.18 3.00
C 2.98 -2.24 3.57
C 1.80 -2.26 2.77
C 0.51 -2.32 3.36
C -0.60 -2.32 2.58
C -0.50 -2.25 1.16
C 0.73 -2.18 0.57
C 1.91 -2.21 1.36
H 5.33 -2.14 1.13
H 5.11 -2.15 3.61
H 2.88 -2.27 4.64
H 0.43 -2.36 4.44
H -1.58 -2.37 3.03
H -1.39 -2.24 0.56
C 0.12 5.31 -1.99
O -1.16 4.77 -1.70
C -1.28 3.43 -1.71
C -2.60 2.96 -1.48
C -2.82 1.62 -1.47
C -1.79 0.66 -1.68
C -2.12 -0.72 -1.64
C -3.55 -1.16 -1.40
O -1.30 -1.67 -1.79
C -0.45 1.14 -1.92
O 0.56 0.40 -2.12
C -0.24 2.56 -1.91
H -0.01 6.39 -2.04
H 0.49 4.94 -2.95
H 0.84 5.07 -1.21
H -3.40 3.67 -1.32
H -3.83 1.28 -1.30
H -4.23 -0.72 -2.13
H -3.88 -0.85 -0.40
H -3.59 -2.24 -1.47
H 0.77 2.89 -2.08

Computed properties:
Maximum force   0.922 eV/Å
Charge   0
HOMO energy   -7.5 eV
LUMO level   -0.771 eV
Frontier orbital gap   6.721 eV
ΔE to the lowest compared entry with this formula, charge and spin   101.3 kJ/mol

Record 3
Density functional theory data (the ωB97M-V functional and the def2-TZVPD basis) for a structure of composition C19H15MnN4OS.

CARTESIAN COORDINATES (ANGSTROEM)
Mn 0.30 0.19 0.59
N 2.62 -0.25 4.21
C 2.14 -0.12 2.96
S 0.49 0.45 2.81
N 2.92 -0.40 1.96
N 2.27 -0.25 0.74
C 3.06 -0.41 -0.28
C 2.71 -0.32 -1.66
C 3.69 -0.62 -2.62
C 3.39 -0.58 -3.96
C 2.10 -0.22 -4.36
C 1.12 0.08 -3.45
C 1.41 0.04 -2.08
O 0.47 0.37 -1.21
H 2.08 0.02 5.01
H 3.58 -0.51 4.34
H 4.09 -0.66 -0.03
H 4.68 -0.90 -2.28
H 4.15 -0.81 -4.69
H 1.87 -0.18 -5.42
H 0.12 0.36 -3.76
C -2.15 -3.24 0.43
C -3.43 -2.69 0.48
C -3.59 -1.32 0.57
C -2.46 -0.51 0.62
N -1.24 -1.07 0.57
C -1.07 -2.39 0.48
C -2.43 0.95 0.72
C -3.55 1.78 0.71
C -3.38 3.15 0.79
C -2.11 3.70 0.89
C -0.98 2.89 0.91
C -1.17 1.53 0.81
H -2.00 -4.31 0.35
H -4.30 -3.33 0.44
H -4.57 -0.88 0.62
H -0.05 -2.76 0.44
H -4.55 1.36 0.63
H -4.25 3.80 0.79
H -1.99 4.77 0.96
H 0.01 3.32 1.00

Computed properties:
Maximum force   0.377 eV/Å
Charge   +1
HOMO energy (alpha / beta)   -11.2 / -11.3 eV
LUMO level (alpha / beta)   -5.405 / -3.972 eV
Spin multiplicity   4
Frontier orbital gap (alpha / beta)   5.807 / 7.324 eV
⟨S²⟩   4.07

Record 4
Density functional theory data (the ωB97M-V functional and the def2-TZVPD basis) for a structure of composition C19H15N3O3Pt.

CARTESIAN COORDINATES (ANGSTROEM)
Pt 0.93 0.34 -0.06
O -1.79 -1.59 3.20
C -2.94 -1.53 2.50
C -4.09 -2.00 3.13
C -5.31 -1.96 2.48
C -5.40 -1.45 1.18
C -4.26 -1.00 0.56
C -3.02 -1.03 1.19
C -1.79 -0.56 0.49
O -0.77 -0.26 1.24
N -1.84 -0.48 -0.81
N -0.61 -0.09 -1.35
C -0.63 0.32 -2.56
C 0.53 0.63 -3.36
C 0.28 0.98 -4.70
C 1.29 1.26 -5.59
C 2.62 1.19 -5.14
C 2.91 0.85 -3.85
C 1.88 0.58 -2.91
O 2.25 0.28 -1.69
H -1.12 -1.13 2.65
H -4.00 -2.39 4.14
H -6.19 -2.32 2.99
H -6.36 -1.41 0.68
H -4.29 -0.61 -0.45
H -1.61 0.37 -3.04
H -0.75 1.02 -5.03
H 1.07 1.52 -6.61
H 3.43 1.40 -5.83
H 3.93 0.78 -3.49
C 4.04 0.56 3.58
C 2.68 0.50 3.86
C 1.78 0.71 2.84
N 2.17 0.99 1.59
C 3.48 1.07 1.32
C 4.45 0.86 2.29
H 4.77 0.38 4.36
H 2.32 0.28 4.86
H 0.71 0.67 3.00
H 3.74 1.31 0.30
H 5.49 0.93 2.03

Computed properties:
Maximum force   0.528 eV/Å
Charge   0
HOMO energy (alpha / beta)   -7.1 / -7.8 eV
LUMO level (alpha / beta)   -0.158 / -1.921 eV
Spin multiplicity   3
Frontier orbital gap (alpha / beta)   6.914 / 5.861 eV
⟨S²⟩   2.01

Record 5
Density functional theory data (the ωB97M-V functional and the def2-TZVPD basis) for the molecule C19H15N3O4S at a distorted geometry.

CARTESIAN COORDINATES (ANGSTROEM)
N -2.87 4.19 -4.86
C -2.14 3.83 -4.03
C -1.20 3.41 -3.03
C -0.07 2.71 -3.39
C 0.99 2.49 -2.48
C 0.83 2.95 -1.16
S 2.12 2.73 0.05
O 3.44 2.65 -0.58
O 2.07 3.78 1.10
N 1.64 1.24 0.81
C 0.78 1.29 2.00
C -0.71 1.21 1.68
O -1.41 2.12 2.02
N -1.30 0.26 0.93
C -0.70 -0.68 -0.01
C 0.75 -0.95 0.29
C 1.29 -2.17 0.69
C 0.47 -3.31 1.11
C -0.62 -3.16 1.96
C -1.42 -4.28 2.28
C -1.16 -5.53 1.73
C -0.01 -5.64 0.92
C 0.78 -4.55 0.60
C 1.63 0.13 0.00
O 2.17 0.09 -1.10
C -0.34 3.65 -0.77
C -1.39 3.85 -1.69
H 0.09 2.36 -4.43
H 1.94 2.02 -2.77
H 1.01 0.42 2.62
H 1.01 2.19 2.59
H -2.30 0.36 0.85
H -0.76 -0.29 -1.03
H -1.26 -1.59 0.00
H 2.38 -2.21 0.71
H -0.89 -2.18 2.30
H -2.26 -4.13 2.94
H -1.71 -6.44 1.93
H 0.21 -6.60 0.50
H 1.61 -4.72 -0.09
H -0.40 4.07 0.24
H -2.29 4.44 -1.40

Computed properties:
Maximum force   4.729 eV/Å
Charge   0
HOMO energy   -9.4 eV
LUMO level   -0.666 eV
Frontier orbital gap   8.701 eV
ΔE to the lowest compared entry with this formula, charge and spin   182.6 kJ/mol
SMILES   N#Cc1ccc(S(=O)(=O)N2CC(=O)NC/C(=C\c3ccccc3)C2=O)cc1

Record 6
Density functional theory data (the ωB97M-V functional and the def2-TZVPD basis) for a structure of composition C19H15NPdSSe3SiTe.

CARTESIAN COORDINATES (ANGSTROEM)
Pd -2.80 0.16 0.66
Se -2.61 -2.28 0.66
Se -4.38 -1.48 -0.68
Te -5.17 1.12 -0.27
Se -3.02 2.38 -0.56
C 2.37 -2.16 2.97
C 2.81 -1.73 1.72
C 1.92 -1.13 0.84
C 0.57 -0.96 1.17
C 0.16 -1.39 2.43
C 1.05 -1.98 3.32
Si -0.61 -0.05 -0.01
C -0.44 -0.79 -1.74
C -1.10 -0.18 -2.81
C -1.02 -0.70 -4.10
C -0.28 -1.84 -4.35
C 0.37 -2.47 -3.30
C 0.29 -1.95 -2.01
C 0.28 1.64 -0.12
C 0.15 2.55 0.94
C 0.84 3.75 0.94
C 1.68 4.08 -0.11
C 1.82 3.19 -1.17
C 1.13 1.99 -1.17
H 3.07 -2.62 3.66
H 3.85 -1.85 1.43
H 2.29 -0.77 -0.12
H -0.87 -1.25 2.73
H 0.68 -2.27 4.30
H -1.71 0.70 -2.62
H -1.56 -0.21 -4.90
H -0.22 -2.25 -5.35
H 0.94 -3.38 -3.48
H 0.78 -2.47 -1.20
H -0.52 2.31 1.76
H 0.72 4.43 1.77
H 2.22 5.02 -0.11
H 2.47 3.45 -2.01
H 1.25 1.31 -2.01
S -2.92 1.06 3.31
C -2.41 -0.10 4.40
N -2.06 -0.90 5.17

Computed properties:
Maximum force   0.233 eV/Å
Charge   -2
HOMO energy   -1.3 eV
LUMO level   4.226 eV
Frontier orbital gap   5.483 eV
ΔE to the lowest compared entry with this formula, charge and spin   9.9 kJ/mol

Record 7
Density functional theory data (the ωB97M-V functional and the def2-TZVPD basis) for a structure of composition C19H15NReS4 at a distorted geometry.

CARTESIAN COORDINATES (ANGSTROEM)
Re -0.06 1.63 -0.53
S -0.19 3.36 1.00
C -1.48 2.70 2.00
C -1.52 3.01 3.36
C -2.46 2.40 4.17
C -3.39 1.52 3.64
C -3.41 1.25 2.27
C -2.44 1.83 1.47
S -2.45 1.61 -0.31
C -2.61 -0.21 -0.57
C -1.61 -0.70 -1.59
C -1.84 -1.89 -2.27
C -0.87 -2.36 -3.14
C 0.28 -1.62 -3.35
C 0.45 -0.43 -2.66
C 1.64 0.45 -2.89
S 2.20 1.32 -1.37
C 2.81 -0.07 -0.43
C 4.08 -0.55 -0.71
C 4.57 -1.65 -0.02
C 3.79 -2.25 0.96
C 2.54 -1.74 1.27
C 2.04 -0.64 0.58
S 0.52 0.07 1.11
N -0.48 0.00 -1.79
H -0.80 3.70 3.77
H -2.47 2.62 5.23
H -4.13 1.05 4.27
H -4.17 0.61 1.85
H -3.62 -0.42 -0.89
H -2.42 -0.69 0.40
H -2.75 -2.44 -2.09
H -1.02 -3.30 -3.66
H 1.04 -1.96 -4.05
H 1.39 1.25 -3.59
H 2.49 -0.10 -3.30
H 4.69 -0.06 -1.46
H 5.56 -2.03 -0.24
H 4.16 -3.11 1.50
H 1.94 -2.19 2.06

Computed properties:
Maximum force   3.149 eV/Å
Charge   +2
HOMO energy (alpha / beta)   -14.3 / -14.5 eV
LUMO level (alpha / beta)   -8.974 / -8.554 eV
Spin multiplicity   2
Frontier orbital gap (alpha / beta)   5.313 / 5.914 eV
ΔE to the lowest compared entry with this formula, charge and spin   96.5 kJ/mol
⟨S²⟩   0.87

Record 8
Density functional theory data (the ωB97M-V functional and the def2-TZVPD basis) for a structure of composition C19H16BBiN7O2.

CARTESIAN COORDINATES (ANGSTROEM)
Bi -0.86 -0.19 1.83
C 1.12 -3.26 -0.80
C 1.06 -2.53 0.39
N -0.02 -1.74 0.37
N -0.66 -1.93 -0.81
C 0.01 -2.84 -1.52
B -2.01 -1.25 -1.21
N -1.85 0.31 -1.16
C -2.13 1.17 -2.14
C -1.91 2.46 -1.68
C -1.49 2.31 -0.37
N -1.46 1.01 -0.06
N -3.11 -1.69 -0.25
C -4.26 -2.33 -0.50
C -4.92 -2.52 0.69
C -4.08 -1.95 1.65
N -2.99 -1.45 1.08
H 1.86 -3.98 -1.09
H 1.74 -2.53 1.23
H -0.34 -3.14 -2.49
H -2.27 -1.56 -2.34
H -2.46 0.82 -3.10
H -2.04 3.38 -2.23
H -1.20 3.06 0.35
H -4.53 -2.61 -1.51
H -5.87 -3.00 0.85
H -4.22 -1.88 2.72
O 1.65 1.56 4.90
C 1.16 1.08 3.91
O 0.08 0.37 3.82
C 1.88 1.33 2.57
C 3.10 2.02 2.64
C 3.79 2.25 1.49
C 3.26 1.81 0.26
C 3.96 2.03 -0.95
C 3.45 1.60 -2.14
C 2.21 0.92 -2.15
C 1.52 0.69 -0.99
C 2.02 1.13 0.25
N 1.33 0.91 1.44
H 3.44 2.32 3.62
H 4.74 2.77 1.51
H 4.91 2.55 -0.91
H 3.98 1.77 -3.06
H 1.80 0.57 -3.08
H 0.58 0.17 -1.04

Computed properties:
Maximum force   0.503 eV/Å
Charge   +1
HOMO energy   -12.2 eV
LUMO level   -3.956 eV
Frontier orbital gap   8.234 eV

Record 9
Density functional theory data (the ωB97M-V functional and the def2-TZVPD basis) for a structure of composition C19H16BrN2O4ReS4 at a distorted geometry.

CARTESIAN COORDINATES (ANGSTROEM)
Re -0.20 -0.17 0.07
S -1.02 -2.18 -0.76
S -0.58 -3.71 0.48
S 1.01 -3.19 1.59
S 1.26 -1.18 1.50
O 1.04 6.11 2.76
C 1.99 5.57 1.87
C 1.49 4.22 1.43
C 2.21 3.47 0.50
C 1.74 2.24 0.12
N 0.60 1.72 0.61
C -0.10 2.44 1.50
C 0.32 3.69 1.93
C -1.33 1.78 1.96
C -2.22 2.32 2.84
C -3.39 1.64 3.16
C -4.36 2.25 4.14
O -3.71 2.56 5.36
C -3.62 0.41 2.57
C -2.69 -0.11 1.69
N -1.56 0.56 1.41
H 1.33 6.99 3.04
H 2.97 5.45 2.33
H 2.12 6.20 0.98
H 3.13 3.85 0.08
H 2.27 1.63 -0.60
H -0.26 4.26 2.64
H -2.03 3.30 3.28
H -5.23 1.61 4.27
H -4.71 3.20 3.74
H -3.62 1.76 5.89
H -4.52 -0.16 2.77
H -2.83 -1.06 1.20
Br -3.13 3.31 -7.48
C -2.68 2.80 -5.73
C -1.76 1.77 -5.54
C -1.42 1.40 -4.25
C -1.98 2.06 -3.16
C -2.91 3.08 -3.37
C -3.26 3.45 -4.65
C -1.63 1.70 -1.76
O -2.07 2.29 -0.80
O -0.81 0.63 -1.66
H -1.33 1.27 -6.40
H -0.71 0.60 -4.08
H -3.34 3.57 -2.51
H -3.98 4.24 -4.83

Computed properties:
Maximum force   1.854 eV/Å
Charge   +1
HOMO energy (alpha / beta)   -11.0 / -11.0 eV
LUMO level (alpha / beta)   -4.685 / -5.013 eV
Spin multiplicity   2
Frontier orbital gap (alpha / beta)   6.307 / 6.032 eV
⟨S²⟩   1.00

Record 10
Density functional theory data (the ωB97M-V functional and the def2-TZVPD basis) for a structure of composition C19H16Cl3N4O3Ru at a distorted geometry.

CARTESIAN COORDINATES (ANGSTROEM)
Ru -0.09 0.15 0.68
C 5.61 0.86 -0.70
C 5.16 2.16 -0.43
C 3.82 2.40 -0.23
C 2.90 1.31 -0.30
C 3.37 0.00 -0.58
C 4.71 -0.21 -0.77
N 1.57 1.45 -0.10
N 1.12 2.73 0.32
C -1.02 2.55 0.10
C -1.90 3.77 0.18
C -2.87 3.68 -0.97
C -3.12 2.51 -1.55
C -2.47 1.26 -1.11
N -1.49 1.28 -0.30
H 6.66 0.68 -0.86
H 5.87 2.97 -0.37
H 3.46 3.39 -0.01
H 2.66 -0.81 -0.64
H 5.07 -1.21 -0.98
H -2.43 3.99 1.11
H -3.43 4.56 -1.24
H -3.87 2.44 -2.33
H -2.82 0.30 -1.46
O -0.39 0.79 3.26
C 0.10 2.06 3.61
C -0.01 2.94 2.42
C 0.05 4.32 2.43
C -0.10 5.08 1.28
C -0.57 4.62 -0.05
C 0.11 3.30 -0.61
N 0.00 2.26 1.18
H -0.18 0.16 3.96
H 1.17 2.02 3.85
H -0.42 2.49 4.47
H 0.21 4.83 3.38
H 0.05 6.16 1.40
H -0.64 5.43 -0.77
H 0.34 3.25 -1.67
Cl 0.07 -4.24 2.38
C 0.97 -3.65 0.97
Cl 2.70 -3.81 1.23
Cl 0.49 -4.52 -0.47
C 0.60 -2.17 0.86
O 1.21 -1.29 1.54
O -0.37 -1.78 0.11

Computed properties:
Maximum force   3.513 eV/Å
Charge   +2
HOMO energy (alpha / beta)   -13.1 / -13.1 eV
LUMO level (alpha / beta)   -9.652 / -9.670 eV
Spin multiplicity   2
Frontier orbital gap (alpha / beta)   3.404 / 3.393 eV
⟨S²⟩   0.79

Record 11
Density functional theory data (the ωB97M-V functional and the def2-TZVPD basis) for a structure of composition C19H16ClN2O4V at a distorted geometry.

CARTESIAN COORDINATES (ANGSTROEM)
V -0.77 0.15 -2.88
O -1.99 0.28 -5.35
Cl -3.03 0.57 -4.32
O -4.02 1.55 -4.83
O -1.41 -1.27 -2.96
O -1.36 1.64 -2.97
C 1.45 -2.46 -3.55
C 1.83 -1.03 -3.72
N 1.09 0.02 -3.43
C 1.85 1.14 -3.69
C 3.07 0.76 -4.14
N 3.05 -0.61 -4.15
H 0.38 -2.49 -3.34
H 1.99 -2.91 -2.72
H 1.66 -3.03 -4.46
H 1.45 2.13 -3.52
H 3.93 1.33 -4.46
H 3.80 -1.21 -4.45
C -0.39 0.15 -0.96
C -0.47 0.21 0.27
C -0.50 0.24 1.66
C -1.80 0.23 2.33
C -2.93 -0.27 1.65
C -4.16 -0.32 2.26
C -4.33 0.13 3.57
C -3.24 0.68 4.23
C -2.00 0.74 3.62
C 0.76 0.25 2.38
C 1.92 0.77 1.76
C 3.14 0.78 2.42
C 3.26 0.27 3.70
C 2.14 -0.29 4.31
C 0.92 -0.31 3.66
H -2.81 -0.60 0.63
H -5.01 -0.71 1.71
H -5.29 0.08 4.06
H -3.35 1.09 5.23
H -1.17 1.21 4.14
H 1.83 1.17 0.76
H 4.01 1.20 1.93
H 4.21 0.28 4.22
H 2.22 -0.74 5.29
H 0.07 -0.79 4.13

Computed properties:
Maximum force   5.025 eV/Å
Charge   -1
HOMO energy (alpha / beta)   -3.4 / -5.3 eV
LUMO level (alpha / beta)   2.484 / 2.167 eV
Spin multiplicity   4
Frontier orbital gap (alpha / beta)   5.897 / 7.442 eV
ΔE to the lowest compared entry with this formula, charge and spin   101.1 kJ/mol
⟨S²⟩   3.79

Question: Look up the charge of the fourth one.
Answer: 0